C16H32NO2PPtSi as an isolated structure. Source: the Open Molecules 2025 dataset; level of theory: ωB97M-V/def2-TZVPD.

The spin multiplicity is 5. The calculation puts the energy above the lowest of the compared OMol25 structures with the same formula, charge and spin at 1.1804 eV. Its HOMO energy (spin up / spin down) is -3.22 / -7.87 eV. The calculation puts the calculated total energy at -1584.007983 Ha. Its LUMO energy (spin up / spin down) is 0.0136 / -0.0647 Ha.

Structure (XYZ):
```
54
Properties=species:S:1:pos:R:3:lowdin_spin:R:1
Pt -0.0417 0.3592 -0.8513 0.760
Si -0.5416 1.7056 -2.8319 0.104
P 1.9289 1.3164 -0.3164 0.113
N -0.4685 0.1907 1.0832 1.088
H -1.0178 0.3294 -2.1145 0.093
C 2.6686 0.5172 1.1341 0.032
H 3.5184 1.1286 1.4795 0.005
H 2.9902 -0.5093 0.9039 0.001
H 1.9133 0.4416 1.9298 0.003
C 3.2459 1.3495 -1.5439 0.025
H 4.0732 1.9484 -1.1422 0.005
H 2.8863 1.7945 -2.4754 0.001
H 3.5946 0.3262 -1.7306 0.001
C 1.6034 3.0225 0.2037 0.006
H 2.5606 3.5067 0.4400 0.002
H 0.9611 3.0227 1.0942 0.001
H 1.0876 3.5690 -0.5948 0.000
C -0.7481 0.8579 -4.5318 0.024
H -1.0307 -0.1786 -4.3302 0.005
H 0.1910 0.8659 -5.0930 0.001
H -1.5340 1.3159 -5.1421 0.002
H -1.7105 2.6252 -2.7085 0.013
H 0.6762 2.5647 -3.0045 0.008
C -1.0584 1.0698 1.8696 0.111
C -1.6943 1.8000 4.1180 -0.007
C -1.1276 0.8442 3.2942 0.162
C -1.6427 2.2639 1.3466 0.166
C -2.1552 3.2232 2.1983 -0.008
C -2.1866 3.0010 3.5816 0.169
H -1.7564 1.6126 5.1946 -0.003
H -0.6995 -0.0887 3.6615 0.009
H -1.6448 2.3678 0.2575 0.010
H -2.5371 4.1556 1.7682 -0.003
H -2.6065 3.7664 4.2454 0.009
C 2.0318 -3.2192 -0.3165 0.005
O 2.2310 -2.8085 0.8332 0.004
C 0.9149 -4.1903 -0.6090 0.004
H 0.8557 -4.4301 -1.6643 0.001
H -0.0466 -3.7593 -0.3001 0.002
H 1.1036 -5.0993 -0.0181 0.000
C 2.8368 -2.7598 -1.5127 0.007
H 3.8187 -2.3995 -1.1790 0.000
H 2.3058 -1.9504 -2.0308 0.008
H 2.9752 -3.6033 -2.1994 0.000
C -1.6285 -2.1950 1.5172 0.090
C -2.4038 -1.8740 0.2824 0.400
C -3.8230 -2.3556 0.2530 0.080
O -1.9662 -1.2460 -0.7026 0.399
H -1.8966 -3.2028 1.8456 0.014
H -1.9219 -1.4869 2.3086 0.026
H -0.5486 -2.0990 1.3602 0.010
H -4.5052 -1.5055 0.3638 0.022
H -4.0245 -2.8437 -0.7003 0.016
H -4.0061 -3.0578 1.0757 0.003
```